Arrangement 1

The following is a quantum chemistry calculation of 2 unconnected molecules or ions with the total composition C3H11N2S, from the Open Molecules 2025 dataset.

Results
LUMO energy ... -4.4396 eV
Frontier orbital gap ... 8.005 eV
Net charge ... +1

Bonds (Å) are listed after each position.
CARTESIAN COORDINATES (ANGSTROEM)
1 H -2.72 1.87 0.65  C11 1.006
2 C -0.95 -0.95 0.19  H6 1.134, C9 1.496, N15 1.472, H16 1.138
3 H 0.65 0.70 -0.30  N4 0.999
4 N -0.18 1.22 -0.15  H3 0.999, H5 0.996, C9 1.303
5 H -0.24 2.21 -0.28  N4 0.996
6 H -1.70 -1.31 -0.58  C2 1.134
7 H 1.04 -1.63 0.56  N15 1.008
8 H 5.34 0.09 -0.96  S10 1.370
9 C -1.22 0.52 0.22  C2 1.496, N4 1.303, C11 1.529
10 S 4.30 0.10 -0.07  H8 1.370, H14 1.417
11 C -2.67 1.00 0.14  H1 1.006, C9 1.529, H13 1.196, H17 1.065
12 H 0.56 -1.90 -0.96  N15 1.019
13 H -3.46 0.14 0.42  C11 1.196
14 H 5.05 -0.52 0.96  S10 1.417
15 N 0.45 -1.26 -0.17  C2 1.472, H7 1.008, H12 1.019
16 H -1.26 -1.41 1.18  C2 1.138
17 H -2.97 1.15 -0.87  C11 1.065

Arrangement 2

The following is a quantum chemistry calculation of 2 unconnected molecules or ions with the total composition C3H11N2S, from the Open Molecules 2025 dataset.

Results
LUMO energy ... -4.4369 eV
Frontier orbital gap ... 8.416 eV
Net charge ... +1

Bonds (Å) are listed after each position.
CARTESIAN COORDINATES (ANGSTROEM)
1 H -1.44 2.39 -0.44  N13 1.085
2 H -1.33 1.03 0.67  N13 1.023
3 H 2.37 -0.77 2.17  C6 1.157
4 H 3.37 -1.81 0.99  C6 1.086
5 H -3.99 -0.78 -0.98  N8 1.016
6 C 2.48 -1.19 1.09  H3 1.157, H4 1.086, C15 1.520, H16 1.203
7 H -2.57 -1.16 -0.20  N8 0.916
8 N -3.04 -0.55 -0.70  H5 1.016, H7 0.916, C12 1.362
9 H 2.98 -0.34 -0.88  C15 1.155
10 H -3.30 1.33 -1.54  C12 1.123
11 H 3.11 0.90 0.55  C15 1.085
12 C -2.61 0.73 -0.89  N8 1.362, H10 1.123, N13 1.331
13 N -1.89 1.48 -0.06  H1 1.085, H2 1.023, C12 1.331
14 S 0.90 0.88 0.06  C15 1.936, H17 1.415
15 C 2.63 0.01 0.16  C6 1.520, H9 1.155, H11 1.085, S14 1.936
16 H 1.61 -1.99 0.88  C6 1.203
17 H 0.72 -0.15 -0.90  S14 1.415

Most stable: arrangement 1